This record from the Open Molecules 2025 dataset describes C38H52AsCl2CsO3Sb2 as an isolated structure at a distorted geometry. The level of theory is wB97M-V/def2-TZVPD.

The geometry in XYZ format:
```
99
Properties=species:S:1:pos:R:3:lowdin_charge:R:1
Cs 12.97 12.16 13.17 0.893
Cl 16.56 16.15 14.52 0.462
C 15.50 16.14 13.06 -0.986
Cl 16.17 15.05 11.85 0.522
H 15.47 17.14 12.61 0.038
H 14.53 15.78 13.36 0.012
C 12.74 9.54 16.78 -0.092
O 13.47 9.47 15.57 -0.215
C 14.77 8.92 15.74 -0.217
C 15.56 8.79 14.45 -0.188
O 15.74 9.99 13.70 -0.242
C 16.52 11.04 14.29 -0.099
H 12.29 8.60 17.05 0.086
H 11.95 10.30 16.64 0.094
H 13.39 9.88 17.57 0.083
H 14.72 7.92 16.20 0.136
H 15.35 9.55 16.46 0.130
H 15.00 8.15 13.76 0.134
H 16.53 8.37 14.64 0.124
H 17.41 10.73 14.82 0.085
H 15.92 11.65 14.98 0.083
H 16.82 11.65 13.45 0.081
C 16.52 12.60 8.97 -0.355
Sb 15.16 11.04 9.51 1.329
C 16.56 9.43 9.27 -0.353
C 14.24 10.91 7.54 -0.325
C 13.29 9.77 7.36 -0.272
C 13.79 8.47 7.33 -0.072
C 12.98 7.37 7.28 -0.110
C 11.59 7.45 7.28 -0.077
C 11.09 8.74 7.27 -0.074
C 11.88 9.90 7.35 -0.288
C 11.15 11.21 7.37 -0.340
Sb 10.28 11.77 9.32 1.335
C 11.69 13.42 9.59 -0.317
C 11.30 10.35 10.55 -0.363
H 17.04 12.46 8.01 0.014
H 17.29 12.75 9.68 -0.024
H 16.00 13.55 8.86 -0.007
H 17.05 9.48 8.30 0.007
H 16.11 8.46 9.49 -0.003
H 17.37 9.64 10.01 0.005
H 15.09 10.82 6.86 0.068
H 13.82 11.89 7.37 0.033
H 14.89 8.33 7.39 0.106
H 13.45 6.40 7.24 0.098
H 10.98 6.56 7.34 0.102
H 10.03 8.84 7.17 0.106
H 10.25 11.23 6.72 0.055
H 11.80 12.04 7.16 0.022
H 11.71 14.20 8.85 0.012
H 12.65 12.91 9.57 -0.046
H 11.62 13.84 10.58 -0.050
H 10.59 10.05 11.30 -0.012
H 12.20 10.80 10.99 -0.127
H 11.66 9.49 10.03 -0.013
C 9.36 13.95 12.52 -0.076
C 10.52 14.92 12.79 -0.677
C 10.32 16.11 11.86 -0.073
O 11.71 14.22 12.74 -0.751
H 8.43 14.39 12.84 0.065
H 9.48 13.02 13.11 0.069
H 9.36 13.77 11.45 0.025
H 10.34 15.36 13.79 0.066
H 11.17 16.80 11.94 0.073
H 9.42 16.66 12.17 0.074
H 10.22 15.83 10.80 0.068
C 12.92 12.45 20.07 -0.095
C 13.82 13.18 19.28 -0.093
C 13.39 13.80 18.10 -0.118
C 12.03 13.72 17.73 -0.374
C 11.17 13.01 18.53 -0.112
C 11.60 12.36 19.68 -0.086
As 11.55 14.47 15.97 1.365
C 9.62 14.33 16.18 -0.325
C 8.82 13.22 16.01 -0.126
C 7.46 13.34 16.15 -0.096
C 6.90 14.58 16.37 -0.080
C 7.70 15.71 16.51 -0.031
C 9.06 15.63 16.42 -0.179
C 10.03 16.75 16.46 -0.202
C 9.71 18.08 16.58 -0.017
C 10.76 18.99 16.66 -0.089
C 12.06 18.61 16.56 -0.091
C 12.38 17.27 16.38 -0.096
C 11.36 16.35 16.32 -0.325
H 13.31 11.97 20.96 0.101
H 14.86 13.30 19.53 0.094
H 14.09 14.36 17.48 0.093
H 10.13 12.93 18.28 0.084
H 10.92 11.78 20.25 0.094
H 9.26 12.29 15.65 0.106
H 6.80 12.47 16.01 0.113
H 5.81 14.64 16.42 0.104
H 7.18 16.67 16.63 0.112
H 8.68 18.42 16.60 0.114
H 10.58 20.04 16.80 0.098
H 12.94 19.28 16.61 0.114
H 13.39 16.93 16.26 0.092
```

E_tot: -145895.22839 eV
HOMO energy: -7.13 eV
ΔE to the lowest compared entry with this formula, charge and spin: 0.0 kJ/mol
Multiplicity: 1

=====

This record from the Open Molecules 2025 dataset describes a 11-piece molecular cluster, C38H52Br6F24O16 overall at a distorted geometry. The level of theory is wB97M-V/def2-TZVPD.

The geometry in XYZ format:
```
136
Properties=species:S:1:pos:R:3:lowdin_charge:R:1
C -3.43 -4.15 2.65 -0.050
C -2.23 -3.26 2.26 -0.200
O -2.43 -1.85 2.29 0.048
C -2.83 -1.24 1.18 -0.348
O -2.99 -1.76 0.09 0.135
C -3.15 0.26 1.35 -0.491
F -2.56 0.98 0.35 0.138
F -4.48 0.51 1.40 0.133
F -2.70 0.71 2.52 0.158
H -3.21 -5.21 2.80 0.080
H -4.19 -4.16 1.87 0.068
H -3.79 -3.87 3.64 0.081
H -1.80 -3.63 1.33 0.118
H -1.61 -3.38 3.15 0.121
C 6.35 -0.94 5.11 -0.058
C 5.67 -1.50 3.88 -0.242
O 4.50 -0.83 3.52 0.031
C 3.29 -1.43 3.61 -0.268
O 3.08 -2.50 4.22 0.112
C 2.16 -0.53 2.97 -0.570
F 1.40 -0.08 4.02 0.141
F 2.68 0.46 2.32 0.210
F 1.45 -1.18 2.10 0.199
H 7.33 -1.40 5.23 0.083
H 5.87 -1.28 6.03 0.079
H 6.38 0.15 5.11 0.086
H 5.58 -2.57 4.04 0.120
H 6.35 -1.30 3.05 0.129
C -0.97 2.64 4.57 -0.041
C 0.53 2.78 4.55 -0.237
O 0.81 4.08 5.07 0.010
C 2.11 4.45 5.28 -0.356
O 3.13 3.84 5.11 0.170
C 2.24 5.94 5.73 -0.500
F 2.70 6.63 4.66 0.146
F 1.07 6.46 6.11 0.161
F 3.16 6.00 6.73 0.149
H -1.41 3.53 4.13 0.078
H -1.21 2.77 5.63 0.087
H -1.17 1.66 4.14 0.073
H 0.91 2.65 3.54 0.116
H 1.06 2.08 5.19 0.120
C -1.01 5.77 1.33 -0.038
C 0.28 6.57 1.62 -0.124
O -0.02 7.98 1.86 0.062
C 0.74 8.91 1.48 -0.402
O 1.83 8.69 0.92 0.102
C 0.10 10.33 1.65 -0.563
F -0.50 10.50 2.83 0.180
F 1.00 11.26 1.44 0.191
F -0.82 10.42 0.68 0.158
H -1.85 6.34 0.91 0.083
H -1.44 5.29 2.21 0.058
H -0.75 4.95 0.66 0.054
H 0.92 6.42 0.75 0.122
H 0.85 6.16 2.46 0.116
C -5.29 4.41 -1.55 -0.086
C -4.70 5.28 -2.61 -0.187
O -3.63 4.59 -3.34 0.009
C -2.31 4.77 -2.96 -0.337
O -1.92 5.40 -2.01 0.153
C -1.31 4.21 -4.00 -0.458
F -0.59 5.25 -4.57 0.134
F -0.59 3.30 -3.34 0.154
F -1.97 3.59 -5.05 0.101
H -5.85 3.54 -1.90 0.042
H -6.01 4.92 -0.92 0.087
H -4.49 3.97 -0.95 0.079
H -4.31 6.20 -2.17 0.120
H -5.58 5.59 -3.19 0.124
C 5.65 -6.62 1.40 -0.045
C 5.27 -5.17 1.62 -0.210
O 4.05 -5.07 2.38 0.015
C 2.87 -5.06 1.71 -0.327
O 2.75 -5.04 0.48 0.075
C 1.69 -4.98 2.65 -0.533
F 0.86 -5.99 2.50 0.192
F 2.06 -4.87 3.98 0.121
F 0.98 -3.90 2.32 0.151
H 5.04 -7.06 0.61 0.081
H 5.63 -7.09 2.38 0.090
H 6.64 -6.62 0.95 0.084
H 5.28 -4.55 0.73 0.104
H 5.96 -4.65 2.28 0.118
C -5.78 -4.87 -2.61 -0.052
C -4.43 -4.95 -1.96 -0.274
O -3.44 -4.31 -2.69 0.008
C -2.73 -5.03 -3.64 -0.268
O -2.93 -6.23 -3.85 0.134
C -1.77 -4.17 -4.57 -0.553
F -1.75 -4.76 -5.74 0.199
F -2.20 -2.92 -4.71 0.037
F -0.52 -4.14 -4.05 0.104
H -5.83 -5.57 -3.44 0.084
H -5.90 -3.84 -2.97 0.081
H -6.54 -5.00 -1.85 0.085
H -4.19 -5.98 -1.68 0.126
H -4.52 -4.50 -0.97 0.115
C 0.42 -2.51 -1.03 -0.037
C 1.56 -1.50 -1.23 -0.150
O 1.16 -0.22 -0.61 0.001
C 0.33 0.67 -1.14 -0.343
O -0.40 0.44 -2.11 0.109
C 0.37 1.97 -0.26 -0.564
F 0.04 1.73 0.99 0.180
F 1.58 2.52 -0.34 0.191
F -0.57 2.81 -0.73 0.138
H 0.23 -2.91 -0.04 0.062
H 0.67 -3.39 -1.64 0.051
H -0.51 -2.18 -1.49 0.074
H 1.86 -1.40 -2.28 0.077
H 2.50 -1.77 -0.74 0.095
Br 3.97 -4.13 -2.26 0.619
C 2.70 -5.53 -2.82 -0.620
C 2.63 -5.60 -4.33 -0.644
Br 4.41 -5.48 -5.24 0.547
H 1.73 -5.28 -2.40 0.047
H 3.07 -6.41 -2.30 0.057
H 2.11 -4.72 -4.71 0.018
H 2.04 -6.48 -4.56 0.075
Br 1.89 2.89 -6.46 0.632
C 1.70 0.95 -6.62 -0.665
C 1.45 0.41 -5.21 -0.646
Br 1.16 -1.58 -5.22 0.612
H 2.64 0.66 -7.09 0.051
H 0.85 0.80 -7.28 0.053
H 0.55 0.86 -4.79 0.019
H 2.34 0.64 -4.62 0.054
Br -5.63 0.42 -1.93 0.655
C -3.97 -0.21 -2.78 -0.647
C -3.71 0.61 -4.01 -0.646
Br -2.53 -0.25 -5.36 0.692
H -4.18 -1.25 -3.05 0.042
H -3.14 -0.12 -2.08 0.036
H -3.29 1.58 -3.74 0.043
H -4.63 0.78 -4.56 0.040
```

E_tot: -558484.11738 eV
HOMO energy: -9.82 eV
ΔE to the lowest compared entry with this formula, charge and spin: 143.6 kJ/mol
Multiplicity: 1
SMILES string: CCOC(=O)C(F)(F)F.CCOC(=O)C(F)(F)F.CCOC(=O)C(F)(F)F.CCOC(=O)C(F)(F)F.CCOC(=O)C(F)(F)F.CCOC(=O)C(F)(F)F.CCOC(=O)C(F)(F)F.CCOC(=O)C(F)(F)F.BrCCBr.BrCCBr.BrCCBr

=====

This record from the Open Molecules 2025 dataset describes C38H52CeN2O2P2 as an isolated structure at a distorted geometry. The level of theory is wB97M-V/def2-TZVPD.

The geometry in XYZ format:
```
97
Properties=species:S:1:pos:R:3:lowdin_charge:R:1
Ce 1.71 -0.23 -0.50 1.270
C -0.74 -0.90 0.55 -0.278
C -0.23 -2.03 -0.19 -0.313
C 1.09 -1.75 1.69 -0.287
C 0.05 -0.78 1.74 -0.263
C 0.93 -2.52 0.50 -0.341
C -1.97 -0.11 0.31 -0.022
H -2.57 -0.50 -0.53 0.067
H -1.76 0.95 0.10 0.076
H -2.62 -0.10 1.20 0.097
C -0.28 0.05 2.92 -0.003
H -1.19 0.64 2.77 0.092
H 0.54 0.75 3.14 0.053
H -0.39 -0.58 3.81 0.104
C 2.12 -1.94 2.75 -0.013
H 1.69 -1.87 3.75 0.089
H 2.90 -1.17 2.68 0.071
H 2.61 -2.91 2.65 0.079
C 1.78 -3.67 0.08 -0.021
H 2.19 -4.20 0.95 0.086
H 2.64 -3.36 -0.54 0.080
H 1.19 -4.38 -0.51 0.085
C -0.89 -2.68 -1.36 -0.030
H -0.83 -3.78 -1.29 0.091
H -0.41 -2.40 -2.31 0.036
H -1.95 -2.39 -1.42 0.085
C -1.88 3.30 -1.90 -0.100
C -2.91 2.45 -2.01 -0.102
C -3.03 1.30 -2.97 -0.177
C -2.40 1.52 -4.37 -0.170
C -1.06 0.78 -4.54 -0.400
C -0.31 0.62 -3.23 -0.428
C 0.12 1.83 -2.37 -0.224
C -0.57 3.18 -2.62 -0.163
H -4.10 1.13 -3.14 0.121
H -2.31 2.59 -4.58 0.091
H -2.66 0.38 -2.49 0.091
H -0.63 3.38 -3.69 0.069
H -1.95 4.14 -1.20 0.103
H -3.77 2.59 -1.36 0.114
H 0.13 3.94 -2.20 0.123
H -0.01 1.58 -1.28 0.070
H -0.83 -0.15 -2.62 0.086
H 1.21 2.00 -2.49 0.092
H -3.11 1.11 -5.12 0.118
H -1.30 -0.24 -4.90 0.128
P 0.18 1.34 -5.73 0.931
C -0.07 3.10 -6.08 -0.161
C -0.11 0.57 -7.34 -0.166
P 1.45 -0.21 -3.53 0.657
C 1.75 0.78 -5.07 -0.353
C 1.14 -1.86 -4.20 -0.216
C 3.14 -0.17 -2.79 -0.356
H 0.74 3.70 -5.63 0.077
H -1.05 3.49 -5.77 0.059
H -0.01 3.18 -7.17 0.056
H 0.31 1.23 -8.11 0.063
H -1.18 0.43 -7.53 0.078
H 0.40 -0.40 -7.39 0.058
H 3.82 0.05 -3.63 0.056
H 3.43 -1.16 -2.38 0.061
H 3.31 0.66 -2.06 0.034
H 2.40 1.65 -4.89 0.079
H 2.24 0.15 -5.84 0.079
H 1.60 -2.62 -3.54 0.057
H 1.60 -1.95 -5.20 0.045
H 0.07 -2.07 -4.28 0.051
O -0.32 3.68 0.66 0.070
C 0.77 3.25 1.02 -0.479
N 1.68 3.86 1.87 0.150
C 2.56 2.88 2.47 -0.278
C 2.39 1.77 1.42 -0.375
O 3.13 0.75 1.17 -0.146
N 1.31 2.00 0.67 0.088
C 3.97 3.42 2.66 -0.147
C 5.06 2.84 2.04 -0.018
C 6.35 3.34 2.28 -0.066
C 6.53 4.43 3.14 -0.081
C 5.42 5.01 3.77 -0.065
C 4.13 4.50 3.54 -0.020
C 1.99 2.39 3.81 -0.177
C 2.65 1.34 4.45 -0.026
C 2.12 0.82 5.64 -0.063
C 0.97 1.37 6.20 -0.076
C 0.35 2.46 5.58 -0.063
C 0.86 2.98 4.39 -0.026
H 1.44 4.75 2.29 0.158
H 4.91 1.99 1.38 0.102
H 7.20 2.86 1.80 0.106
H 7.52 4.82 3.33 0.106
H 5.53 5.86 4.45 0.108
H 3.27 4.92 4.06 0.121
H 3.57 0.94 4.02 0.130
H 2.64 0.00 6.13 0.111
H 0.56 0.97 7.13 0.109
H -0.54 2.92 6.01 0.111
H 0.38 3.85 3.92 0.118
```

Net charge: +1
E_tot: -78824.46051 eV
HOMO energy (alpha / beta): -7.36 / -7.34 eV
<S²>: 0.753
Multiplicity: 2